Model one:
Below is a cluster of 2 separate species, C3H8N2S2 in total, with properties calculated with ωB97M-V/def2-TZVPD.

Geometry as XYZ:
```
15
C3H8N2S2 ωB97M-V/def2-TZVPD
C -1.87 -0.94 -1.42
C 0.53 0.86 1.53
C 2.58 0.81 0.19
N -1.67 0.16 -1.97
N 1.36 0.45 0.41
S -0.71 -2.00 -0.52
S -3.51 -1.53 -1.34
H -0.01 1.71 1.09
H -0.22 0.19 1.83
H 1.24 1.13 2.39
H 3.15 0.39 -0.49
H 3.09 1.55 0.69
H 0.13 -0.92 -0.13
H -0.74 0.52 -2.07
H -3.37 -2.38 -0.18
```

---

Model two:
Below is an isolated molecule of C3H8N2S2, with properties calculated with ωB97M-V/def2-TZVPD.

Geometry as XYZ:
```
15
C3H8N2S2 ωB97M-V/def2-TZVPD
C -1.05 2.31 0.32
C -0.13 0.09 0.46
C 0.87 -2.17 0.28
H -0.37 2.68 1.10
H -1.24 3.07 -0.45
H -2.01 2.09 0.83
H -0.58 1.00 -1.27
H 0.45 -3.05 -0.26
H 0.52 -2.29 1.31
H 1.98 -2.28 0.27
H 1.64 -0.70 -2.21
N -0.51 1.14 -0.27
N 0.40 -0.93 -0.27
S -0.31 -0.02 2.14
S 0.35 -0.94 -1.98
```

---

Model three:
Below is a cluster of 2 separate species, C3H8N2S2 in total, with properties calculated with ωB97M-V/def2-TZVPD.

Geometry as XYZ:
```
15
C3H8N2S2 ωB97M-V/def2-TZVPD
C 0.76 0.73 1.91
C 0.38 -0.31 -0.68
C -0.23 0.68 -1.59
H 0.39 -1.62 1.73
H -1.13 -1.88 2.79
H 0.92 1.86 2.09
H 1.00 -1.29 -1.13
H -0.55 -0.87 -0.24
H -0.55 1.51 -0.88
H 0.72 1.12 -2.33
H -1.04 1.07 -3.98
N -0.51 -1.24 2.05
N -0.06 0.00 2.53
S 1.60 0.37 0.23
S -1.70 -0.13 -2.52
```

---

Model four:
Below is a structure of composition C3H8N2S2, with properties calculated with ωB97M-V/def2-TZVPD.

Geometry as XYZ:
```
15
C3H8N2S2 ωB97M-V/def2-TZVPD
C 1.16 1.19 -0.81
C 0.61 0.98 0.53
C -0.46 -0.11 0.28
H 2.13 0.41 -1.02
H 0.34 0.91 -1.72
H 1.45 2.50 -0.93
H -0.07 1.78 1.00
H 1.37 0.83 1.45
H -0.70 -1.90 -0.61
H 1.38 -2.07 1.43
H -4.20 -0.36 0.90
N 0.08 -1.27 -0.45
N -1.69 0.26 0.26
S 1.43 -2.08 0.00
S -2.83 -1.06 -0.29
```

---

Quick one: most stable of them? model two